one:
The following is a DFT calculation (ωB97M-V with the def2-TZVPD basis set) of a cluster of 3 separate species, C5H15NO2 in total.

Structure (XYZ):
```
23
Properties=species:S:1:pos:R:3:mulliken_charge:R:1
C -0.83 -1.73 1.75 -0.403
N -0.17 -0.41 1.71 -0.259
C 1.34 -0.25 -0.77 -0.815
C 1.54 1.21 -0.87 0.747
C 1.83 1.59 -2.31 -1.351
O 0.39 1.95 -0.42 -0.456
C -1.91 -1.93 0.69 -0.874
H -0.05 -2.48 1.65 0.363
H -1.26 -1.83 2.75 0.339
H -0.90 0.31 1.55 0.375
H 0.98 -0.79 -1.65 0.311
H 1.91 -0.84 -0.06 0.460
H 2.35 1.55 -0.22 0.240
H 1.92 2.67 -2.39 0.355
H 1.03 1.22 -2.95 0.367
H 2.76 1.12 -2.65 0.399
H -0.36 1.39 -0.19 0.326
H -1.51 -1.68 -0.30 0.246
H -2.26 -2.95 0.71 0.356
H -2.74 -1.24 0.84 0.285
H -2.27 2.15 1.44 0.346
H 0.42 -0.42 0.86 0.044
O -2.22 1.38 0.84 -0.399
```

Values from the calculation:
HOMO (alpha / beta) = -0.5499 / -0.5128 hartree
Spin multiplicity = 2
⟨S²⟩ = 1.05
Charge = +1

---

two:
The following is a DFT calculation (ωB97M-V with the def2-TZVPD basis set) of a cluster of 2 separate species, C5H15NO2 in total.

Structure (XYZ):
```
23
Properties=species:S:1:pos:R:3:mulliken_charge:R:1
C -0.63 0.91 -1.13 -0.808
N -0.10 0.08 -0.01 -0.005
C 0.75 0.89 0.96 -1.067
C -1.75 -0.36 2.21 -1.297
C -1.14 -0.67 0.83 0.302
C -0.34 -2.15 0.91 -0.422
O -0.31 -2.39 -0.50 -0.488
H -1.22 0.25 -1.88 0.334
H 0.26 1.25 -1.54 0.376
H -1.28 1.63 -0.74 0.378
H 1.16 0.15 1.64 0.397
H 1.56 1.15 0.43 0.473
H 0.10 1.56 1.65 0.335
H -1.88 -1.24 2.76 0.361
H -2.62 0.19 2.34 0.382
H -1.00 0.20 2.72 0.374
H -1.99 -0.91 0.08 0.295
H -0.97 -2.95 1.36 0.402
H 0.73 -2.07 1.29 0.263
H 0.08 -1.63 -0.93 0.413
H 3.59 2.16 -5.07 0.350
H 3.27 1.65 -3.31 0.310
O 3.73 2.28 -4.04 -0.658
```

Values from the calculation:
HOMO (alpha / beta) = -0.4999 / -0.4999 hartree
Spin multiplicity = 2
⟨S²⟩ = 0.76
Charge = +1

---

What are the relative energies? In eV: one 1.407; two 0.000.

---

one:
The following is a DFT calculation (ωB97M-V with the def2-TZVPD basis set) of a cluster of 4 separate species, C6H18NO4 in total.

Structure (XYZ):
```
29
Properties=species:S:1:pos:R:3:mulliken_charge:R:1
O -3.65 1.08 0.14 -0.418
C -2.90 1.26 -0.78 -0.140
C -1.53 0.55 -0.72 0.010
C -0.67 1.28 0.30 -1.164
C 0.69 0.62 0.59 1.509
C 1.08 -0.35 -0.21 -1.505
C 1.59 1.29 1.59 -1.530
N -1.73 -0.86 -0.17 0.039
H -3.16 1.72 -1.75 0.391
H -1.16 0.59 -1.74 0.340
H -1.24 1.38 1.24 0.510
H -0.28 2.23 -0.09 0.371
H 2.00 -0.93 -0.19 0.388
H 0.56 -0.60 -1.12 0.278
H 2.34 0.53 1.86 0.414
H 1.09 1.53 2.54 0.394
H 2.00 2.18 1.14 0.326
H -0.79 -1.30 -0.24 -0.007
H -2.49 -1.27 -0.70 0.387
H -1.98 -0.81 0.82 0.383
H 2.19 0.90 -2.27 0.304
H 1.91 2.32 -1.96 0.292
O 1.46 1.48 -2.05 -0.585
H 0.78 -2.89 -1.60 0.315
H 1.40 -3.44 -0.36 0.304
O 0.64 -2.96 -0.65 -0.635
H 0.71 -1.23 2.56 0.320
H 0.91 -2.43 1.77 0.298
O 0.19 -1.86 2.05 -0.591
```

Values from the calculation:
HOMO = -0.4581 hartree
Charge = +1

---

two:
The following is a DFT calculation (ωB97M-V with the def2-TZVPD basis set) of a cluster of 4 separate species, C6H18NO4 in total.

Structure (XYZ):
```
29
Properties=species:S:1:pos:R:3:mulliken_charge:R:1
C 1.41 -1.09 -0.52 -0.814
C 0.12 -1.92 -0.60 -0.438
C -0.96 -1.21 0.25 -0.710
C -0.90 -1.04 1.58 -0.049
C -1.99 -0.24 2.18 -0.553
C -2.66 0.81 1.68 0.147
O -3.63 1.35 2.49 -0.509
N 1.11 0.33 -1.01 -0.076
H 2.24 -1.52 -1.10 0.488
H 1.94 -0.95 0.44 0.324
H 0.02 -1.97 -1.70 0.264
H 0.09 -2.91 -0.16 0.369
H -1.74 -0.71 -0.32 0.400
H -0.18 -1.47 2.27 0.413
H -2.26 -0.68 3.11 0.235
H -2.65 1.53 0.89 0.352
H -3.96 0.73 3.16 0.315
H 1.02 0.30 -2.04 0.288
H 1.93 0.95 -0.96 0.360
H 0.36 0.58 -0.35 0.206
H 3.93 0.53 0.83 0.330
H 4.28 2.01 0.74 0.329
O 3.54 1.41 0.92 -0.641
H -0.09 2.56 1.36 0.292
H -0.83 2.96 0.06 0.291
O -0.39 2.23 0.51 -0.619
H 0.69 -1.21 -4.86 0.325
H -0.66 -0.71 -4.62 0.315
O 0.22 -0.66 -4.22 -0.634
```

Values from the calculation:
HOMO = -0.4117 hartree
Charge = +1

---

What are the relative energies? In eV: one 0.195; two 0.000.